9 unconnected molecules or ions with the total composition C37H50F4O11S2. Source: the Open Molecules 2025 dataset; level of theory: ωB97M-V/def2-TZVPD.

CARTESIAN COORDINATES (ANGSTROEM)
F1 21.579 29.826 25.791
C1 20.893 29.783 24.638
C2 21.601 29.256 23.567
C3 20.995 29.154 22.316
C4 19.743 29.731 22.173
C5 19.054 30.316 23.229
C6 19.639 30.347 24.487
H1 22.585 28.817 23.662
H2 21.435 28.603 21.498
H3 19.151 29.795 21.264
H4 18.087 30.756 23.047
H5 19.147 30.771 25.354
F2 16.962 22.719 24.476
C7 16.981 21.807 25.465
C8 18.144 21.563 26.179
C9 18.092 20.693 27.263
C10 16.969 19.925 27.473
C11 15.803 20.188 26.761
C12 15.819 21.070 25.707
H6 19.093 21.982 25.870
H7 18.955 20.507 27.889
H8 16.953 19.258 28.327
H9 14.910 19.602 26.946
H10 15.020 21.254 24.999
F3 23.432 24.920 13.638
C13 23.261 25.672 14.749
C14 24.027 25.363 15.859
C15 23.926 26.194 16.957
C16 23.003 27.219 16.966
C17 22.223 27.502 15.845
C18 22.361 26.728 14.692
H11 24.763 24.573 15.831
H12 24.545 26.024 17.830
H13 22.957 27.931 17.782
H14 21.475 28.283 15.843
H15 21.806 26.987 13.803
F4 27.677 25.325 22.060
C19 26.881 25.892 22.987
C20 25.527 26.005 22.711
C21 24.674 26.652 23.594
C22 25.223 27.142 24.786
C23 26.555 26.917 25.082
C24 27.417 26.266 24.216
H16 25.126 25.668 21.762
H17 23.614 26.791 23.434
H18 24.606 27.734 25.450
H19 26.958 27.226 26.040
H20 28.475 26.148 24.397
C25 18.459 25.687 17.891
S1 18.137 23.904 17.913
O1 18.688 23.467 16.566
C26 19.424 23.244 19.020
H21 17.872 26.168 17.109
H22 19.482 25.960 17.618
H23 18.215 26.058 18.888
H24 19.491 23.476 20.090
H25 20.425 23.524 18.693
H26 19.290 22.164 19.032
C27 22.975 22.625 22.698
S2 22.911 21.267 21.493
O2 21.532 21.237 20.899
C28 24.061 22.032 20.298
H27 23.004 23.631 22.284
H28 23.821 22.339 23.323
H29 22.064 22.554 23.290
H30 23.632 23.006 20.057
H31 24.135 21.430 19.399
H32 25.009 22.166 20.816
C29 21.786 25.827 20.216
O3 20.468 25.948 20.742
C30 20.186 25.693 22.008
O4 20.947 25.294 22.846
O5 18.900 25.945 22.134
C31 18.273 25.922 23.395
H33 22.478 26.273 20.933
H34 21.766 26.385 19.286
H35 22.057 24.792 20.008
H36 18.502 25.017 23.960
H37 17.191 25.890 23.267
H38 18.502 26.830 23.956
C32 15.952 28.981 24.420
O6 16.282 30.341 24.523
C33 15.592 31.099 25.356
O7 14.571 30.777 25.899
O8 16.253 32.233 25.559
C34 15.529 33.231 26.262
H39 16.159 28.499 25.384
H40 16.582 28.393 23.752
H41 14.928 28.714 24.159
H42 16.273 33.935 26.639
H43 14.960 32.864 27.110
H44 14.892 33.841 25.622
C35 15.841 29.543 20.879
O9 16.292 28.218 20.638
C36 15.567 27.210 21.113
O10 14.627 27.315 21.850
O11 16.111 26.090 20.644
C37 15.592 24.852 21.118
H45 15.257 29.921 20.041
H46 16.737 30.162 20.918
H47 15.323 29.656 21.827
H48 15.146 24.306 20.289
H49 14.900 24.861 21.958
H50 16.485 24.322 21.456

As for the lowest unoccupied orbital energy: 0.40 eV. The value obtained for the total energy is -94239.83900 eV. The energy relative to the best compared isomer or geometry (same formula, charge and spin) is 0.0 kcal per mole. As for the charge: 0.

Atomic partial charges in e from the Mulliken method, atoms 1 to 5:
1 F -0.35
2 C 0.52
3 C -0.47
4 C -0.28
5 C -0.58